Here is the molecule CH4N2S in a non-equilibrium geometry from OMol25. Energies are from wB97M-V/def2-TZVPD.

Cartesian coordinates (Å):
C  -0.59  -1.31  -0.71
N  -0.03  -0.13  -0.14
N  -0.45  1.06  0.49
S  0.73  2.19  0.69
H  -1.65  -1.62  -0.50
H  -0.14  -2.03  -1.31
H  0.93  0.04  -0.44
H  1.19  1.80  1.91

Computed properties:
Gap between HOMO and LUMO (spin up / spin down) = 8.4 / 8.2 eV
Max |F| = 5.96 eV/A
Relative energy (zero: lowest compared OMol25 entry of this formula, charge and spin) = 418.06 kJ/mol
Net charge = 0
E_LUMO (spin up / spin down) = 0.010 / -0.083 eV
Calculated total energy = -14913.2716 eV